Record 1
This record from the Open Molecules 2025 dataset describes C20H20O9 in the gas phase at a distorted geometry. The level of theory is the ωB97M-V functional and the def2-TZVPD basis.

## Properties
Orbital gap, hartree: 0.3034
Structure (SMILES): COc1cc2c(c(O)c1O)[C@]1(C)Oc3c(O)c(OC)cc(CO)c3[C@@](C)(O1)C2=O
Net charge: 0
HOMO level, eV: -8.47
Multiplicity: 1

CARTESIAN COORDINATES (ANGSTROEM)
C  0.81397  -4.97873  -3.48092
O  1.82233  -4.15905  -2.97177
C  1.30355  -2.94872  -2.48833
C  0.11796  -2.88168  -1.78713
C  -0.35136  -1.62678  -1.34818
C  0.50537  -0.40714  -1.46342
C  1.78523  -0.56264  -2.13143
O  2.64769  0.42451  -2.14641
C  2.14690  -1.84919  -2.66590
O  3.40904  -2.01220  -3.30816
C  -0.19827  0.90876  -1.18984
C  0.04781  1.86024  -2.34359
O  0.13699  1.47749  0.03337
C  -0.49185  0.92483  1.10517
C  0.16557  0.93262  2.28644
O  1.46574  1.41391  2.20540
C  -0.35040  0.37497  3.42393
O  0.35530  0.56217  4.61497
C  1.05709  -0.65917  4.92680
C  -1.64077  -0.19859  3.32802
C  -2.33456  -0.37418  2.13320
C  -3.60376  -1.17143  2.24419
O  -4.67731  -0.31450  2.48677
C  -1.77806  0.17242  1.01578
C  -2.25819  -0.10368  -0.35599
C  -3.76237  0.06426  -0.60331
O  -1.62619  0.87183  -1.22105
C  -1.67227  -1.52401  -0.76791
O  -2.31775  -2.58114  -0.79730
H  0.19871  -5.35251  -2.71400
H  1.32373  -5.82211  -3.93318
H  0.32265  -4.55956  -4.34531
H  -0.50768  -3.75338  -1.79856
H  3.56558  0.14752  -2.27531
H  3.38719  -2.90896  -3.60350
H  -0.60243  2.76675  -2.15337
H  1.10037  2.12535  -2.52090
H  -0.38088  1.23579  -3.22054
H  1.50503  2.07221  1.56359
H  1.52966  -1.12232  4.14884
H  1.83192  -0.35345  5.73581
H  0.36501  -1.35190  5.42405
H  -2.15487  -0.57446  4.22912
H  -3.56989  -1.84189  3.12319
H  -3.72780  -1.74863  1.32717
H  -4.68396  0.08939  3.38607
H  -4.23968  0.80580  0.06495
H  -4.26428  -0.90865  -0.38576
H  -3.91119  0.38587  -1.65614

---

Record 2
This record from the Open Molecules 2025 dataset describes a molecular structure, C20H21As2CdF3NO12S2 at a distorted geometry. The level of theory is the ωB97M-V functional and the def2-TZVPD basis.

## Properties
Orbital gap, hartree: 0.2464
Net charge: -1
HOMO level, eV: -5.47
Multiplicity: 1

CARTESIAN COORDINATES (ANGSTROEM)
Cd  -0.13721  -0.60109  1.21079
F  3.35820  4.77727  -0.07119
C  2.81992  3.77999  0.67444
F  2.12923  4.38488  1.65672
F  3.85506  3.15039  1.24962
C  1.96383  2.87321  -0.15988
C  1.74349  3.17691  -1.48984
C  0.93507  2.36287  -2.27005
C  0.36918  1.25704  -1.66614
N  0.57245  0.95809  -0.38957
C  1.34959  1.73111  0.40188
S  1.47504  1.21801  2.04423
H  2.20633  4.05563  -1.91713
H  0.75284  2.57988  -3.31229
H  -0.27785  0.57435  -2.20396
O  -4.26750  -1.01247  0.50214
S  -2.84241  -1.03273  0.62308
O  -2.54541  -2.52959  1.13174
O  -2.28498  -0.10040  1.61596
O  -2.10655  -0.90090  -0.64280
C  3.93440  -3.13817  0.65101
O  2.50997  -3.12845  0.79092
C  1.83686  -2.60419  -0.25039
O  2.38974  -2.13006  -1.21859
C  0.38267  -2.57915  -0.00146
C  -0.21960  -3.52662  0.79995
As  0.46728  -5.35108  0.79282
C  -1.24692  -6.26545  0.35135
C  1.05802  -5.26661  -1.13665
C  0.65524  -4.39939  -2.06942
As  -0.44886  -2.67686  -1.81785
C  -2.16972  -3.64533  -1.72986
C  1.24177  -4.54926  -3.43616
O  1.72457  -5.56116  -3.89064
O  1.13957  -3.41852  -4.14733
C  1.76104  -3.43280  -5.43193
C  2.18250  -6.25167  -1.33689
O  3.30812  -5.93606  -1.05903
O  1.91951  -7.53054  -1.64939
C  0.59653  -7.91406  -2.01700
C  -1.31967  -3.08431  1.79933
O  -0.69100  -2.26306  2.58525
O  -1.82368  -4.22242  2.43076
C  -2.56156  -3.92245  3.61102
H  4.30961  -3.62807  1.54459
H  4.30721  -2.11686  0.58629
H  4.21982  -3.69810  -0.23687
H  -1.18430  -7.29636  0.69817
H  -1.41344  -6.24344  -0.72141
H  -2.06140  -5.76864  0.86559
H  -2.46663  -3.89551  -0.71824
H  -2.11073  -4.54541  -2.33992
H  -2.91728  -2.96604  -2.13459
H  1.85040  -2.39195  -5.72828
H  1.14318  -3.97951  -6.14434
H  2.74090  -3.90184  -5.37613
H  0.68849  -8.91024  -2.44144
H  0.18804  -7.24002  -2.76643
H  -0.05339  -7.95323  -1.14384
H  -3.41491  -3.28436  3.37604
H  -1.92754  -3.42352  4.34272
H  -2.90846  -4.87809  3.99857

---

Record 3
This record from the Open Molecules 2025 dataset describes a molecular structure, C20H21BF2N8ReS5. The level of theory is the ωB97M-V functional and the def2-TZVPD basis.

## Properties
Orbital gap (alpha / beta), hartree: 0.2003 / 0.2003
Net charge: +1
HOMO level (alpha / beta), eV: -11.02 / -11.02
Multiplicity: 1

CARTESIAN COORDINATES (ANGSTROEM)
Re  -0.99068  -0.81202  -0.94362
C  1.81295  -2.46964  -2.71300
C  2.07310  -1.59105  -1.53565
C  3.32675  -1.36412  -0.98967
C  3.12640  -0.50778  0.07485
N  1.82315  -0.24647  0.16769
N  1.14472  -0.90473  -0.82642
B  1.02089  0.59928  1.16673
N  0.16476  1.61639  0.33616
C  0.26152  2.94040  0.30685
C  -0.62859  3.43565  -0.63856
C  -1.25564  2.32941  -1.17823
C  -2.30381  2.28359  -2.22834
N  -0.75490  1.21259  -0.57710
N  0.05620  -0.35154  1.90408
C  0.04546  -0.70723  3.19250
C  -1.04778  -1.50937  3.41620
C  -1.68608  -1.62244  2.18295
C  -2.94628  -2.39337  1.96473
N  -0.99608  -0.92751  1.25542
N  1.84601  1.39664  2.13677
C  1.37278  2.10028  3.20534
C  2.33966  2.98850  3.58419
C  3.39917  2.78385  2.67030
C  4.72316  3.47303  2.62335
N  3.08670  1.84376  1.79794
H  2.64782  -3.16079  -2.81091
H  1.75798  -1.88893  -3.63443
H  0.90632  -3.05932  -2.61391
H  4.26129  -1.77237  -1.33127
H  3.81618  -0.03837  0.75321
H  0.95775  3.45331  0.95136
H  -0.79497  4.46554  -0.90045
H  -2.50453  3.28958  -2.58817
H  -3.23294  1.86612  -1.83601
H  -1.98957  1.66993  -3.07462
H  0.81199  -0.36352  3.86505
H  -1.35684  -1.95580  4.34489
H  -3.67346  -2.10651  2.72349
H  -2.75879  -3.46176  2.08543
H  -3.39751  -2.23051  0.99284
H  0.38425  1.93286  3.60081
H  2.30393  3.68177  4.40692
H  4.76719  4.26805  3.36470
H  4.89954  3.90670  1.63963
H  5.53143  2.77115  2.82749
S  -5.73823  -2.11158  -6.23553
C  -4.68736  -1.78029  -5.05918
S  -5.15063  -1.56272  -3.37862
C  -3.55468  -1.25323  -2.77641
C  -2.54135  -1.27219  -3.67700
S  -0.91636  -0.96787  -3.16368
S  -2.95956  -1.61020  -5.32424
S  -3.22248  -0.89113  -1.11982
F  -1.24290  -3.70379  -1.74472
C  -0.93793  -2.98857  -0.61051
F  0.26972  -3.44320  -0.17327
H  -1.66879  -3.27842  0.14148

---

Record 4
This record from the Open Molecules 2025 dataset describes a molecular structure, C20H21BN5OS2W. The level of theory is the ωB97M-V functional and the def2-TZVPD basis.

## Properties
Orbital gap (alpha / beta), hartree: 0.2226 / 0.2454
Net charge: 0
HOMO level (alpha / beta), eV: -5.86 / -7.00
Multiplicity: 2

CARTESIAN COORDINATES (ANGSTROEM)
W  0.32596  0.17672  -0.52215
B  -0.70118  -1.05384  2.74088
N  0.37153  0.05629  2.73843
C  0.98799  0.61415  3.78093
C  1.61664  1.77657  3.36032
C  1.32154  1.85180  2.00407
N  0.56007  0.81437  1.64066
N  -0.38389  -2.05499  1.59203
C  -0.51683  -3.37649  1.67496
C  -0.53853  -3.91985  0.39823
C  -0.41961  -2.82554  -0.44106
N  -0.33388  -1.69543  0.28202
H  -1.79004  -0.56085  2.55435
H  -0.63398  -1.65642  3.78097
H  0.93108  0.15157  4.75162
H  2.21344  2.45249  3.94615
H  1.62640  2.57755  1.26795
H  -0.60788  -3.84404  2.64067
H  -0.62270  -4.95590  0.12349
H  -0.38179  -2.77082  -1.51640
C  -1.93192  4.13876  -0.96652
S  -1.46754  2.49929  -1.51257
O  -0.29585  2.22116  -0.53863
C  -2.85208  1.59846  -0.87354
C  -2.93205  1.27438  0.47318
C  -4.02247  0.54030  0.91173
C  -5.01402  0.15946  0.01618
C  -4.91713  0.49281  -1.32726
C  -3.82058  1.20667  -1.78624
H  -2.05633  4.12673  0.11461
H  -2.85815  4.42530  -1.46174
H  -1.12571  4.81026  -1.25729
H  -2.14675  1.55767  1.16537
H  -4.08231  0.25446  1.95293
H  -5.86030  -0.41706  0.36572
H  -5.67861  0.17025  -2.02430
H  -3.69557  1.42530  -2.83888
S  -1.32709  -0.67443  -3.48094
C  -0.53865  -0.25216  -2.16110
N  2.00840  -0.04516  -0.96806
C  3.23553  -0.49165  -1.39485
C  3.51465  -1.86191  -1.41935
C  4.75931  -2.31035  -1.82592
C  5.74225  -1.40904  -2.21544
C  5.46660  -0.04775  -2.19555
C  4.22564  0.41272  -1.78983
H  2.74219  -2.55684  -1.11444
H  4.96378  -3.37357  -1.84076
H  6.71372  -1.76436  -2.53259
H  6.22581  0.66169  -2.50015
H  4.00091  1.47130  -1.77190

---

Record 5
This record from the Open Molecules 2025 dataset describes a molecular structure, C20H21BeBrN2OSi. The level of theory is the ωB97M-V functional and the def2-TZVPD basis.

## Properties
Orbital gap, hartree: 0.1803
Net charge: 0
HOMO level, eV: -5.82
Multiplicity: 1

CARTESIAN COORDINATES (ANGSTROEM)
Be  -1.06857  -0.47251  1.11245
Br  0.21315  -6.47801  4.32082
C  -0.44031  -4.92821  3.44552
C  -1.78811  -4.85575  3.08674
C  -2.27021  -3.73686  2.44741
C  -1.42945  -2.66313  2.13397
O  -1.94259  -1.61435  1.50201
C  -0.06507  -2.74072  2.51538
C  0.85999  -1.66561  2.24626
N  0.46763  -0.61119  1.64333
C  1.19570  0.55456  1.29146
C  2.51428  0.85374  1.59005
C  2.98908  2.09713  1.15575
C  2.18190  3.00481  0.50153
C  0.81888  2.72514  0.20614
C  -0.11695  3.61906  -0.34175
C  -1.48296  3.25476  -0.24749
C  -1.91634  2.01540  0.08490
N  -0.93750  0.92447  0.17425
C  0.38826  1.43435  0.58076
C  0.40753  -3.89019  3.17146
H  -2.45131  -5.67811  3.31899
H  -3.31324  -3.66243  2.16730
H  1.89286  -1.75701  2.57892
H  3.14671  0.16386  2.13454
H  4.01954  2.36112  1.36446
H  2.57789  3.97171  0.21051
H  0.17937  4.62712  -0.60293
H  -2.24275  4.01334  -0.40722
H  -2.95165  1.73054  0.21192
H  1.45182  -3.94458  3.45783
C  1.70202  1.34756  -2.58387
Si  -0.08300  0.83531  -2.76040
C  -1.15869  2.15369  -3.50878
C  -0.11283  -0.70261  -3.83777
C  -0.84852  0.13368  -1.15038
H  2.23724  1.11175  -3.50952
H  2.19363  0.81257  -1.76344
H  1.80579  2.41701  -2.38622
H  -0.86812  2.33394  -4.54981
H  -1.06262  3.08892  -2.95527
H  -2.20937  1.85211  -3.49713
H  0.25057  -0.47238  -4.84493
H  -1.11507  -1.13296  -3.93591
H  0.54554  -1.47116  -3.41810
H  -0.28786  -0.80085  -0.96047
H  -1.87631  -0.15902  -1.39324

---

What did the first record say?
This record from the Open Molecules 2025 dataset describes C20H20O9 in the gas phase at a distorted geometry. The level of theory is the ωB97M-V functional and the def2-TZVPD basis.

## Properties
Orbital gap, hartree: 0.3034
Structure (SMILES): COc1cc2c(c(O)c1O)[C@]1(C)Oc3c(O)c(OC)cc(CO)c3[C@@](C)(O1)C2=O
Net charge: 0
HOMO level, eV: -8.47
Multiplicity: 1

CARTESIAN COORDINATES (ANGSTROEM)
C  0.81397  -4.97873  -3.48092
O  1.82233  -4.15905  -2.97177
C  1.30355  -2.94872  -2.48833
C  0.11796  -2.88168  -1.78713
C  -0.35136  -1.62678  -1.34818
C  0.50537  -0.40714  -1.46342
C  1.78523  -0.56264  -2.13143
O  2.64769  0.42451  -2.14641
C  2.14690  -1.84919  -2.66590
O  3.40904  -2.01220  -3.30816
C  -0.19827  0.90876  -1.18984
C  0.04781  1.86024  -2.34359
O  0.13699  1.47749  0.03337
C  -0.49185  0.92483  1.10517
C  0.16557  0.93262  2.28644
O  1.46574  1.41391  2.20540
C  -0.35040  0.37497  3.42393
O  0.35530  0.56217  4.61497
C  1.05709  -0.65917  4.92680
C  -1.64077  -0.19859  3.32802
C  -2.33456  -0.37418  2.13320
C  -3.60376  -1.17143  2.24419
O  -4.67731  -0.31450  2.48677
C  -1.77806  0.17242  1.01578
C  -2.25819  -0.10368  -0.35599
C  -3.76237  0.06426  -0.60331
O  -1.62619  0.87183  -1.22105
C  -1.67227  -1.52401  -0.76791
O  -2.31775  -2.58114  -0.79730
H  0.19871  -5.35251  -2.71400
H  1.32373  -5.82211  -3.93318
H  0.32265  -4.55956  -4.34531
H  -0.50768  -3.75338  -1.79856
H  3.56558  0.14752  -2.27531
H  3.38719  -2.90896  -3.60350
H  -0.60243  2.76675  -2.15337
H  1.10037  2.12535  -2.52090
H  -0.38088  1.23579  -3.22054
H  1.50503  2.07221  1.56359
H  1.52966  -1.12232  4.14884
H  1.83192  -0.35345  5.73581
H  0.36501  -1.35190  5.42405
H  -2.15487  -0.57446  4.22912
H  -3.56989  -1.84189  3.12319
H  -3.72780  -1.74863  1.32717
H  -4.68396  0.08939  3.38607
H  -4.23968  0.80580  0.06495
H  -4.26428  -0.90865  -0.38576
H  -3.91119  0.38587  -1.65614